# 1
{"formula": "C37H67N8O3SbSm", "method": "wB97M-V/def2-TZVPD", "e_above_lowest_kj_mol": 0.0, "spin_multiplicity": 6, "s2": 8.762, "homo_lumo_gap_ev": [4.36, 5.59], "charge": 3, "e_lumo_ev": [-8.37, -7.14], "symbols": ["Sm", "C", "N", "C", "C", "O", "C", "O", "C", "C", "O", "N", "C", "C", "H", "H", "H", "H", "H", "H", "H", "H", "H", "H", "H", "H", "H", "H", "H", "H", "C", "N", "C", "C", "N", "C", "C", "C", "C", "C", "C", "C", "C", "C", "N", "C", "N", "C", "C", "N", "C", "C", "C", "N", "C", "C", "H", "H", "H", "H", "H", "H", "H", "H", "H", "H", "H", "H", "H", "H", "H", "H", "H", "H", "H", "H", "H", "H", "H", "H", "H", "H", "H", "H", "H", "H", "C", "C", "C", "Sb", "C", "C", "C", "C", "C", "C", "H", "H", "H", "H", "H", "H", "H", "H", "H", "H", "H", "H", "H", "H", "H", "H", "H", "H", "H", "H", "H"], "coordinates": [[-0.03573, -0.54591, -1.50698], [-5.15703, -1.35829, -3.54972], [-3.94910, -0.49099, -3.59542], [-3.82771, 0.36101, -4.86507], [-2.97747, -0.43905, -2.66439], [-1.81433, 0.04267, -2.87016], [-3.29475, -0.97734, -1.23721], [-2.08447, -1.64450, -0.81066], [-2.25828, -2.95654, -0.25990], [-0.82979, -3.40259, 0.01116], [0.15045, -2.57933, -0.19890], [-0.62972, -4.59945, 0.55020], [-1.55671, -5.75860, 0.38792], [0.67864, -4.95208, 1.11902], [-5.94973, -0.87531, -4.14991], [-5.52868, -1.42082, -2.51265], [-4.96660, -2.39872, -3.90306], [-4.77854, 0.92820, -4.99677], [-3.55586, -0.31989, -5.71066], [-3.02687, 1.07150, -4.72234], [-4.07218, -1.73121, -1.23189], [-3.52107, -0.16784, -0.46716], [-2.77671, -3.63944, -0.94776], [-2.84670, -2.76405, 0.63941], [-2.56360, -5.45762, 0.79752], [-1.17574, -6.61285, 0.97962], [-1.60349, -6.00754, -0.65907], [1.14832, -4.04541, 1.53052], [1.34808, -5.37298, 0.32367], [0.56732, -5.64801, 1.94970], [3.89360, 1.39209, -4.03428], [3.58413, -0.02998, -4.24695], [4.33577, -0.63721, -5.33622], [2.42709, -0.56781, -3.82256], [1.40260, 0.08225, -3.27657], [0.95807, 1.36388, -3.58498], [0.82065, 1.62529, -4.95888], [0.30207, 2.86671, -5.42005], [-0.17606, 3.79392, -4.50820], [-0.29507, 3.42067, -3.13830], [-1.02648, 4.24881, -2.26921], [-1.29003, 3.85159, -0.96657], [-0.51538, 2.79751, -0.41139], [0.44117, 2.06419, -1.16695], [1.24523, 1.14928, -0.46124], [2.36692, 1.41431, 0.23173], [2.78883, 0.46186, 1.14015], [2.40562, -0.94250, 1.02124], [3.42628, 0.83718, 2.36898], [3.20079, 2.44124, 0.04982], [4.63714, 2.23481, -0.25915], [2.64917, 3.75680, -0.27900], [0.41077, 2.25001, -2.60666], [2.39814, -1.94547, -3.61581], [1.13373, -2.66291, -3.69570], [3.59371, -2.60302, -3.11634], [4.99417, 1.53573, -3.96121], [3.44381, 1.65182, -3.09320], [3.46484, 1.96056, -4.82972], [4.27784, 0.03399, -6.22236], [3.90551, -1.59799, -5.59819], [5.38874, -0.74431, -5.05527], [1.15013, 0.82576, -5.61045], [0.35788, 3.08881, -6.49469], [-0.51091, 4.76503, -4.76052], [-1.35564, 5.17600, -2.71998], [-1.91266, 4.44410, -0.32542], [-0.69665, 2.52991, 0.64860], [1.40053, -1.03015, 0.62991], [2.39344, -1.33507, 2.02579], [3.07063, -1.51987, 0.39201], [3.56545, 1.91946, 2.46981], [4.40143, 0.38823, 2.48648], [2.78853, 0.55305, 3.21630], [4.84974, 1.17527, -0.14521], [5.28312, 2.80725, 0.38499], [4.83045, 2.56019, -1.30707], [1.73212, 3.88941, 0.33229], [2.38304, 3.83982, -1.33523], [3.36344, 4.48652, 0.02862], [0.55124, -2.27321, -4.53764], [0.53609, -2.54471, -2.75102], [1.27743, -3.73609, -3.88887], [4.06004, -3.19561, -3.92061], [3.40094, -3.24686, -2.22454], [4.34018, -1.84690, -2.87601], [0.98610, 2.09097, 5.73829], [0.38516, 0.68624, 5.73841], [-0.32277, 0.21800, 6.98104], [-1.10942, 0.50681, 4.11040], [-2.22361, -1.48269, 4.25174], [-1.35054, -2.69885, 4.42735], [-3.32084, -1.25574, 5.33913], [-2.37063, 2.31812, 4.11481], [-3.51080, 2.11532, 3.15820], [-2.72095, 2.78600, 5.54344], [1.73175, 2.16855, 6.56568], [0.23316, 2.85008, 6.00035], [1.41937, 2.38413, 4.78835], [1.17060, -0.02429, 5.48581], [-1.08212, 0.87662, 7.40603], [0.51850, 0.02871, 7.67911], [-0.83107, -0.75530, 6.83267], [-2.70222, -1.53368, 3.29228], [-0.91252, -2.79072, 5.43411], [-0.46142, -2.74352, 3.77179], [-1.88331, -3.66379, 4.23486], [-3.46466, -0.21772, 5.64013], [-3.15877, -1.86133, 6.22752], [-4.29285, -1.46419, 4.87060], [-1.65153, 2.99401, 3.68076], [-4.45937, 1.83206, 3.70049], [-3.27747, 1.35424, 2.44245], [-3.76171, 3.07691, 2.71106], [-3.67500, 2.33372, 5.90581], [-2.85787, 3.86127, 5.57015], [-2.00850, 2.54936, 6.33364]], "mulliken_charge": [0.398, -0.840, 0.161, -0.804, 0.817, -0.399, -0.748, -0.344, -0.739, 0.063, -0.433, 0.343, -0.885, -0.854, 0.288, 0.390, 0.301, 0.388, 0.313, 0.160, 0.489, 0.153, 0.615, 0.492, 0.336, 0.322, 0.346, 0.103, 0.308, 0.462, -0.571, 0.168, -1.157, 0.140, 0.906, -0.052, -0.726, -0.953, -1.189, 1.132, -0.908, -1.044, -0.258, -0.401, 1.124, -0.866, 0.717, -0.700, -0.854, 0.372, -1.078, -0.797, 0.244, 0.334, -0.970, -1.193, 0.446, -0.149, 0.357, 0.380, 0.411, 0.360, 0.621, 0.475, 0.583, 0.496, 0.572, 0.539, -0.051, 0.421, 0.209, 0.398, 0.304, 0.088, 0.361, 0.310, 0.367, 0.232, 0.253, 0.470, 0.344, 0.058, 0.429, 0.351, 0.313, 0.422, -1.279, 0.205, -1.273, 0.209, 0.397, -1.254, -1.125, 0.166, -1.162, -1.367, 0.431, 0.294, 0.206, 0.408, 0.230, 0.462, 0.280, 0.025, 0.368, 0.151, 0.387, 0.179, 0.383, 0.391, 0.499, 0.358, 0.097, 0.388, 0.336, 0.422, 0.196]}


# 2
{"formula": "C37H68F2N3O13S4", "method": "wB97M-V/def2-TZVPD", "e_above_lowest_kj_mol": 187.4, "spin_multiplicity": 1, "homo_lumo_gap_ev": 8.32, "charge": 1, "e_lumo_ev": -2.83, "symbols": ["C", "C", "O", "N", "H", "H", "C", "H", "H", "H", "H", "H", "H", "C", "C", "O", "N", "H", "H", "C", "H", "H", "H", "H", "H", "H", "C", "C", "O", "N", "H", "H", "C", "H", "H", "H", "H", "H", "H", "O", "H", "O", "H", "F", "C", "C", "C", "C", "C", "C", "H", "H", "H", "H", "H", "F", "C", "C", "C", "C", "C", "C", "H", "H", "H", "H", "H", "C", "C", "C", "S", "O", "O", "C", "H", "H", "H", "H", "H", "H", "H", "H", "C", "C", "C", "S", "O", "O", "C", "H", "H", "H", "H", "H", "H", "H", "H", "C", "C", "C", "S", "O", "O", "C", "H", "H", "H", "H", "H", "H", "H", "H", "C", "C", "C", "S", "O", "O", "C", "H", "H", "H", "H", "H", "H", "H", "H"], "coordinates": [[-3.34970, -3.85378, -0.54664], [-2.76912, -3.75998, 0.90991], [-3.57591, -3.66243, 1.80983], [-1.22993, -3.70755, 1.01762], [-0.90003, -3.29840, 0.16050], [-0.95766, -3.06515, 1.81786], [-0.59403, -5.03213, 1.00008], [-4.41346, -4.18001, -0.30268], [-2.83606, -4.73022, -1.05663], [-3.35752, -2.99089, -1.05299], [0.65183, -4.84577, 0.98020], [-0.68673, -5.43345, 0.08956], [-0.95509, -5.42037, 1.66039], [-1.59491, 0.50101, 6.65656], [-1.59965, -0.87008, 5.81667], [-1.50995, -1.98791, 6.34255], [-2.07842, -0.58183, 4.40802], [-1.83448, 0.42484, 3.90690], [-1.52719, -1.17033, 3.95728], [-3.44198, -1.10347, 4.23583], [-1.53818, 0.42190, 7.65449], [-2.45952, 1.01868, 6.57495], [-0.65765, 1.09021, 6.24875], [-4.15265, -0.43015, 4.62241], [-3.63328, -2.04370, 4.77970], [-3.52758, -1.20835, 3.13108], [2.20792, -1.67501, 0.82666], [1.47746, -0.29338, 0.38509], [2.11165, 0.71593, -0.00298], [-0.06604, -0.42734, 0.54439], [-0.44799, -1.01082, -0.23787], [-0.29454, -0.99781, 1.40896], [-0.60045, 0.91265, 0.33328], [2.79874, -1.58939, 1.88940], [2.92540, -1.73398, -0.05938], [1.65242, -2.59871, 0.76846], [-0.38027, 1.53564, 1.17294], [-1.57933, 0.76959, 0.34295], [-0.40065, 1.57937, -0.63102], [-0.48268, -1.86381, 2.82689], [0.27125, -1.70380, 3.29879], [-0.59296, -2.21362, -1.24913], [-0.40933, -2.53263, -2.10815], [2.94759, -0.21228, 7.47109], [2.87366, 0.18590, 6.21614], [1.87438, -0.20797, 5.27373], [1.72091, 0.51739, 4.14771], [2.46847, 1.65988, 3.85206], [3.47354, 1.98805, 4.68008], [3.68294, 1.34616, 5.86655], [1.36603, -1.12744, 5.61454], [1.16503, 0.12410, 3.33637], [2.46046, 2.11836, 2.84318], [4.03982, 3.03171, 4.61873], [4.46664, 1.70896, 6.51500], [-7.52630, 0.79513, 2.85513], [-7.04446, 0.04375, 1.84497], [-7.89715, -0.84632, 1.30927], [-7.52851, -1.70622, 0.22737], [-6.11870, -1.56629, -0.27892], [-5.19642, -0.68572, 0.34307], [-5.75121, 0.09053, 1.41764], [-8.87979, -0.85233, 1.47610], [-8.11268, -2.50979, -0.16958], [-5.95625, -2.11047, -1.15463], [-4.22124, -0.41144, 0.10722], [-5.11093, 0.84428, 1.92322], [6.53521, -2.52611, -4.08186], [7.97076, -2.12983, -3.43040], [7.78114, -1.71552, -2.15866], [6.27516, -2.48688, -1.46326], [5.25283, -1.54349, -1.26985], [6.60794, -3.44212, -0.52948], [5.82008, -3.34387, -2.93485], [6.51287, -2.91370, -5.01441], [6.26265, -1.50101, -4.05669], [8.43829, -1.38082, -4.13312], [8.49916, -3.08606, -3.43843], [7.40609, -0.70973, -1.97990], [8.45783, -1.62267, -1.23795], [4.76424, -3.33495, -2.97682], [6.39766, -4.32378, -2.88364], [1.83139, 1.92663, -3.26375], [1.33456, 2.46274, -4.71176], [2.24901, 1.85340, -5.66720], [2.64354, 0.22244, -5.08543], [4.01646, -0.02345, -5.18953], [1.68900, -0.58719, -5.86973], [2.21975, 0.45239, -3.34751], [0.96643, 2.18393, -2.53241], [2.74130, 2.61582, -3.10559], [1.34886, 3.53017, -4.89464], [0.30239, 1.92472, -5.00275], [3.19734, 2.50137, -5.71026], [1.74825, 1.67770, -6.49436], [3.25232, 0.29248, -2.75973], [1.48460, -0.21699, -3.01142], [0.40927, 6.66114, 1.00230], [1.63087, 7.10217, 0.11120], [2.85220, 6.24180, 0.29189], [2.19293, 4.65493, 0.61500], [3.00899, 3.91269, 1.57875], [1.72298, 3.90944, -0.50093], [0.74312, 5.25728, 1.51208], [-0.62262, 6.54162, 0.53391], [0.24036, 7.37445, 1.69114], [1.89059, 8.26763, 0.10872], [1.29053, 6.78004, -0.77625], [3.25891, 6.71683, 1.03590], [3.45784, 6.25242, -0.74318], [1.09264, 5.30509, 2.69429], [-0.24464, 4.46993, 1.49209], [-4.36100, -1.50939, -4.06975], [-5.21737, -0.35715, -4.57915], [-5.17574, 0.68394, -3.67263], [-3.45584, 0.76565, -3.21190], [-3.22095, 0.96229, -1.77944], [-2.77447, 1.49279, -4.22092], [-3.13213, -0.91463, -3.54407], [-4.20179, -2.26052, -4.91866], [-4.91584, -1.89357, -3.33130], [-6.15580, -0.68124, -4.81731], [-4.89688, 0.17725, -5.37257], [-5.62059, 0.50396, -2.63808], [-5.50573, 1.77811, -4.06900], [-2.83092, -1.28825, -2.70262], [-2.32362, -0.83383, -4.15166]], "mulliken_charge": [-0.146, 0.665, -0.495, 1.021, -0.090, -0.137, -1.407, 0.340, 0.439, -0.597, 0.209, 0.438, 0.910, -1.281, 0.757, -0.447, 0.400, 0.508, -0.052, -0.684, 0.462, 0.438, 0.230, 0.447, 0.368, 0.065, -0.178, 0.379, -0.331, 1.397, 0.082, -0.072, -0.256, 0.235, 0.113, -0.211, 0.270, 0.119, -0.100, -1.859, -0.029, -0.848, -0.080, -0.286, 0.053, -0.468, 0.810, -0.579, -0.261, -0.565, 0.434, 0.008, 0.347, 0.206, 0.406, -0.317, 0.146, -0.527, -0.914, -0.472, -0.044, -0.509, 0.518, 0.420, 0.436, 0.683, 0.517, -0.773, -0.596, -0.589, 0.958, -0.460, -0.683, -0.688, 0.538, 0.238, 0.337, 0.271, 0.336, 0.349, 0.469, 0.278, -0.033, -0.501, -1.070, 1.354, -0.671, -0.733, 0.127, -0.145, 0.171, 0.496, 0.029, 0.271, 0.644, -0.081, 0.123, -0.822, -0.571, -0.640, 1.134, -0.761, -0.569, -0.237, 0.268, 0.383, 0.360, 0.264, 0.493, 0.283, 0.284, 0.115, -0.393, -1.017, -0.450, 0.961, -0.501, -0.686, 0.380, 0.347, -0.004, 0.500, 0.434, 0.141, 0.399, -0.798, 0.703]}